Record 1
Below is a structure of composition C26H23AlCl6CsF8KN4O12PS in a non-equilibrium geometry, with properties calculated with the ωB97M-V functional and the def2-TZVPD basis.

Last column: Mulliken charge in e.
Atoms and positions in Å:
C  -0.09716  0.08253  0.89550  -1.2282
C  -1.05646  -0.55212  0.19424  0.1455
N  -1.25205  -0.33291  -1.21903  0.3492
C  -1.86092  -1.41681  -1.90377  -0.4800
O  -1.35005  -2.45938  -2.16404  -0.5033
C  -3.24561  -0.91470  -2.26971  0.7073
C  -4.37257  -1.56168  -2.74406  -0.0060
O  -4.38730  -2.96496  -2.91832  -0.4452
C  -3.60214  -3.33644  -3.88432  0.7042
N  -2.84719  -3.69053  -4.67420  -0.6281
C  -5.49020  -0.80666  -3.03509  -1.0894
C  -5.50299  0.56897  -2.85008  0.6621
S  -7.01853  1.41220  -3.34136  1.4096
O  -7.52252  0.63550  -4.43658  -0.7022
O  -6.78992  2.76284  -3.75882  -0.5778
C  -8.32920  1.27216  -2.02605  0.6101
F  -8.33102  -0.02862  -1.66384  -0.2625
F  -9.48579  1.51030  -2.60728  -0.2312
C  -8.09171  2.08246  -0.72385  0.6891
F  -6.85676  1.81747  -0.25455  -0.2422
F  -8.94660  1.58246  0.18500  -0.2902
C  -8.37093  3.60855  -0.77763  0.4499
F  -8.34417  4.03266  0.50067  -0.1982
F  -9.55235  3.90461  -1.26485  -0.2296
F  -7.40289  4.27513  -1.40029  -0.1616
C  -4.38123  1.23852  -2.34587  -0.4738
C  -4.30708  2.71869  -2.13245  0.2882
C  -4.14219  3.63772  -3.17145  0.1125
C  -4.08690  4.98338  -2.86437  -0.8152
C  -4.15425  5.35364  -1.53180  -0.8065
N  -4.26999  4.52116  -0.48160  -1.5861
C  -4.36411  3.21276  -0.85327  0.7900
C  -3.27135  0.46304  -2.05933  0.8972
C  -1.91261  0.87825  -1.49215  -0.1715
O  -1.55439  1.99983  -1.31890  -0.4978
H  0.94309  0.02616  0.56777  0.4079
H  -0.31666  0.67604  1.77727  0.4304
H  -1.73320  -1.26266  0.68001  0.2464
H  -6.36256  -1.31959  -3.43214  0.6669
H  -4.06973  3.28604  -4.19442  0.4845
H  -3.99876  5.68588  -3.68240  0.4925
H  -4.08670  6.41597  -1.30586  0.4394
H  -4.49262  2.44946  -0.04207  0.6663
C  1.79486  -2.75574  3.56102  0.3468
Cl  3.48927  -2.60793  3.23409  0.0974
Cl  1.03152  -4.24439  3.02703  0.1701
Cl  1.47451  -2.53835  5.28896  -0.0365
Cl  0.85335  -1.56281  2.61496  -0.1131
O  8.53453  -1.46755  2.22899  -0.2396
P  7.43204  -1.80214  3.22525  0.6827
O  6.16250  -2.16297  2.46662  -0.5387
O  7.13775  -0.61283  4.13382  -0.4795
O  7.91393  -2.96136  4.08812  -0.4586
C  10.88716  0.00718  -0.02202  -0.5928
N  9.53246  0.45976  -0.43624  0.9833
O  9.01216  1.34161  0.20936  -0.5421
O  9.04001  -0.08986  -1.40338  -0.5843
H  11.19579  0.58010  0.84394  0.2831
H  10.82252  -1.04759  0.21962  0.2042
H  11.55627  0.17954  -0.86060  0.2951
C  13.35616  -4.75815  -0.40665  -1.2798
C  12.77655  -4.13616  0.85539  0.3149
C  11.98197  -5.15362  1.65921  -1.2599
O  11.93515  -3.03764  0.50852  -0.4653
H  12.55713  -5.12676  -1.05607  0.3431
H  13.91599  -4.01551  -0.97711  0.3141
H  14.02181  -5.58948  -0.16873  0.3860
H  13.58355  -3.73347  1.46902  0.2452
H  11.13994  -5.53398  1.07456  0.3354
H  11.56608  -4.69225  2.55501  0.3249
H  12.60715  -5.99699  1.95812  0.3957
H  11.21497  -3.37845  -0.03411  0.3085
Cl  -6.42109  2.51295  5.71244  -0.1810
C  -7.94933  2.89686  4.88026  -0.4542
C  -7.72233  3.75140  3.66064  -0.1412
Cl  -7.18443  5.39932  4.08381  -0.1691
H  -8.61051  3.38482  5.59189  0.3568
H  -8.39962  1.94947  4.58764  0.3086
H  -8.65051  3.85702  3.10201  0.2225
H  -6.97613  3.30908  3.00317  0.0719
Cs  -3.07997  4.14577  1.43911  1.0010
Al  -1.06934  -3.36296  3.06987  0.3368
F  -0.82869  -5.75986  2.50081  -0.7596
K  -0.96687  -2.09342  -5.46302  0.9446

Computed properties:
- calculated total energy (eV) = -198314.1883
- largest force on an atom (eV/Å) = 6.55
- charge = +1

Record 2
Below is a structure of composition C26H23AsBiBrN8O10S3, with properties calculated with the ωB97M-V functional and the def2-TZVPD basis.

Last column: Mulliken charge in e.
Atoms and positions in Å:
Bi  0.09378  0.46385  -1.63045  2.1561
N  -6.57865  -1.31936  2.53915  -0.6588
C  -5.40329  -0.54778  2.36540  1.1501
C  -4.19130  -1.16968  2.07691  -0.8088
C  -3.03896  -0.41601  1.92486  -0.4391
C  -3.08769  0.96271  2.06214  -0.4836
C  -4.28239  1.58915  2.36741  -0.3394
C  -5.43809  0.83620  2.51872  -0.6812
S  -1.57458  1.92838  1.79458  0.5496
O  1.85845  3.14745  1.05996  -0.5633
O  -1.92251  3.30812  2.20638  -0.7161
N  -1.44473  1.70507  0.16746  -0.2006
C  -2.28690  2.17842  -0.75254  0.4309
N  -3.39283  2.91539  -0.50097  -0.4416
C  -4.05775  3.35359  -1.55647  -0.1748
C  -3.70023  3.10433  -2.87649  -0.9168
C  -2.58644  2.29748  -3.05662  -0.2069
N  -1.91945  1.82861  -2.02264  -0.1012
H  -6.55085  -2.17425  2.00244  0.2396
H  -7.41158  -0.80131  2.30028  0.2233
H  -4.15398  -2.24712  1.94517  0.2814
H  -2.10685  -0.90209  1.65546  0.5379
H  -4.28486  2.66858  2.46077  0.4378
H  -6.38211  1.32330  2.74571  0.2382
H  -4.94251  3.94876  -1.33867  0.3938
H  -4.25904  3.50451  -3.70937  0.3600
H  -2.21451  2.01624  -4.03564  0.4898
N  -0.68727  -5.85469  3.53166  -0.6481
C  0.04667  -5.09394  2.59680  1.2048
C  1.37830  -4.76873  2.84068  -0.7125
C  2.10154  -4.03245  1.91386  -0.2788
C  1.50293  -3.63497  0.73267  -0.6672
C  0.17946  -3.96309  0.47189  -0.4738
C  -0.54462  -4.68951  1.40002  -0.8420
S  2.37283  -2.60841  -0.42408  1.4517
O  3.76683  -2.63213  -0.05444  -0.7812
O  2.03007  -3.11506  -1.73612  -0.9931
N  1.70874  -1.16539  -0.30380  -0.0032
C  2.05279  -0.32761  0.71778  0.0042
N  2.48358  -0.76867  1.90681  -0.4019
C  2.73654  0.17697  2.81446  -0.5632
C  2.56683  1.52260  2.61028  -0.8900
C  2.07643  1.88578  1.34530  0.4813
N  1.84585  0.97126  0.42514  0.4556
H  -0.37009  -5.71511  4.47948  0.2217
H  -1.68003  -5.68219  3.47370  0.2329
H  1.84328  -5.07783  3.77166  0.2725
H  3.12472  -3.73831  2.10531  0.4485
H  -0.28617  -3.62055  -0.44404  0.5013
H  -1.58416  -4.93341  1.20280  0.2862
H  3.09289  -0.18215  3.77705  0.4063
H  2.76075  2.26267  3.37251  0.4188
H  1.51481  3.23621  0.13776  0.4791
O  3.13298  -1.54146  -3.94283  -0.7099
As  2.21818  -0.06284  -4.20584  1.2110
O  2.26750  0.36921  -5.76528  -0.8244
O  0.74621  -0.50345  -3.48356  -0.6963
C  3.25935  1.15847  -3.04989  0.0990
C  4.48725  0.64179  -2.62904  -0.3433
C  5.40694  1.42561  -1.95013  -0.6795
C  5.12782  2.76061  -1.69070  -0.4906
C  3.90778  3.28589  -2.08000  -0.8699
C  2.97751  2.49137  -2.73835  0.4577
S  1.35890  3.22033  -2.92697  1.1625
O  1.51057  4.51926  -3.53023  -0.7744
O  0.85733  3.25962  -1.53680  -0.8091
O  0.58635  2.24418  -3.69185  -0.6122
H  2.68600  -2.07678  -3.25592  0.4285
H  4.71097  -0.39569  -2.83529  0.5652
H  6.34166  0.98663  -1.62307  0.3509
H  5.84389  3.38407  -1.16864  0.3755
H  3.64870  4.31370  -1.85600  0.4535
Br  -1.84957  -1.43438  -1.41775  -0.6606

Computed properties:
- calculated total energy (eV) = -228963.7303
- largest force on an atom (eV/Å) = 0.65
- charge = -2

Record 3
Below is a structure of composition C26H23BFeN10OS2, with properties calculated with the ωB97M-V functional and the def2-TZVPD basis.

Last column: Mulliken charge in e.
Atoms and positions in Å:
Fe  0.06928  0.11885  -0.20639  1.1359
C  -0.87711  4.30114  0.73362  -1.1048
C  -1.17952  2.96039  0.99801  -0.1481
N  -0.11766  2.19380  0.78731  -0.3320
N  0.87390  3.00385  0.37880  0.4883
C  0.44809  4.27869  0.35189  -0.2238
B  2.30774  2.49407  0.13498  0.2983
N  2.43985  1.81977  -1.25324  -0.0326
C  3.13378  2.25419  -2.31780  -0.1156
C  3.05239  1.29519  -3.30915  -1.4092
C  2.26214  0.28733  -2.74556  -0.3814
N  1.91149  0.61109  -1.50486  0.2434
N  2.62054  1.42106  1.19454  -0.0569
C  3.63333  1.39417  2.07744  -0.1962
C  3.51262  0.24942  2.83970  -1.2644
C  2.36537  -0.37511  2.33423  -0.2421
N  1.84078  0.34192  1.34867  0.2619
H  -1.52188  5.15717  0.83361  0.4186
H  -2.10822  2.52594  1.33146  0.3322
H  1.10564  5.08222  0.06313  0.4527
H  3.08380  3.40301  0.20050  -0.1702
H  3.64745  3.20151  -2.29749  0.4734
H  3.48935  1.32297  -4.29221  0.4505
H  1.93630  -0.64484  -3.18070  0.5704
H  4.36617  2.18300  2.10700  0.4392
H  4.15088  -0.08139  3.64037  0.4031
H  1.89770  -1.29495  2.65088  0.4649
O  -0.88287  1.43455  -1.63885  -0.6088
N  -0.70418  1.28346  -2.92908  0.3364
C  -0.44111  2.37685  -3.66998  -0.2058
C  -0.29021  2.30455  -5.02871  -0.7986
C  -0.40782  1.05887  -5.64894  -0.2106
C  -0.64639  -0.05521  -4.88083  -0.7006
C  -0.77066  0.03149  -3.48357  0.2910
S  -0.94383  -1.30354  -2.44895  -0.4285
H  -0.37316  3.29309  -3.10209  0.4383
H  -0.07980  3.20336  -5.58920  0.4164
H  -0.29958  0.97277  -6.72240  0.3778
H  -0.73407  -1.03704  -5.32221  0.4256
N  -2.60083  -3.14786  1.40609  -0.1344
C  -3.89707  -2.73521  1.76025  0.0787
C  -4.79973  -3.65565  2.26513  -0.6086
C  -6.09192  -3.26740  2.59919  -0.6216
C  -6.48286  -1.95250  2.43422  -0.6076
C  -5.57356  -1.02160  1.94250  -0.7507
C  -4.28970  -1.40722  1.60990  0.9204
S  -3.13653  -0.19499  1.00144  -0.2740
N  -1.68697  -1.03621  0.94045  -0.3654
C  -1.57624  -2.29686  1.09355  0.6028
C  -0.23188  -2.88436  0.90833  0.1802
C  0.14215  -4.11993  1.42495  -0.7579
C  1.41628  -4.59554  1.16102  -0.6792
C  2.27735  -3.82845  0.39318  -0.8133
C  1.82930  -2.59580  -0.05663  -0.3832
N  0.61137  -2.13915  0.19611  0.6921
H  -2.44076  -4.13645  1.34223  0.2284
H  -4.49402  -4.68866  2.39072  0.3529
H  -6.78668  -3.99964  2.98792  0.3739
H  -7.48846  -1.64197  2.68301  0.3807
H  -5.86687  0.01169  1.80032  0.3913
H  -0.53033  -4.68845  2.05345  0.4935
H  1.73457  -5.55193  1.55423  0.4340
H  3.27647  -4.16848  0.16233  0.4696
H  2.46465  -1.93771  -0.63899  0.3094

Computed properties:
- ⟨S²⟩ = 6.0093
- calculated total energy (eV) = -101020.2680
- 2S+1 = 5
- largest force on an atom (eV/Å) = 0.62
- charge = 0

Record 4
Below is a structure of composition C26H23BaNS2Te2, with properties calculated with the ωB97M-V functional and the def2-TZVPD basis.

Last column: Mulliken charge in e.
Atoms and positions in Å:
Ba  0.98375  -0.16303  -1.65984  1.2268
S  -2.24275  -3.85651  -2.59138  -0.5966
C  -2.68159  -2.58124  -1.48365  -0.0400
C  -3.93568  -2.61937  -0.83757  -0.5030
C  -4.31252  -1.62801  0.03372  -0.5162
C  -3.44079  -0.56855  0.28129  -0.2126
C  -2.23123  -0.59261  -0.37968  0.6204
N  -1.84103  -1.55828  -1.22877  -0.1544
H  -4.58454  -3.45803  -1.05354  0.3610
H  -5.27982  -1.67008  0.52309  0.3624
H  -3.67974  0.24809  0.94821  0.3366
H  -1.54202  0.23753  -0.22263  -0.4458
C  1.07598  -5.24165  -2.84616  -0.8950
Te  0.65406  -3.49504  -1.70749  0.5142
C  2.76226  -3.21060  -1.29694  -1.0691
H  1.60111  -5.96048  -2.22169  0.3024
H  1.67836  -4.98701  -3.71381  0.1353
H  0.10900  -5.63329  -3.15037  0.3095
H  3.30020  -2.94476  -2.20545  0.1816
H  3.24121  -4.07852  -0.84348  0.3704
H  2.86894  -2.38969  -0.57633  0.3616
C  0.06323  2.06519  -0.73884  -1.2751
C  -0.10879  2.45053  0.42455  0.3420
C  -0.36878  2.85925  1.76378  -0.6856
C  0.74457  3.17598  2.60775  0.7969
C  0.65061  3.89425  3.82869  -0.3862
C  1.76004  4.18669  4.59985  -0.5638
C  3.03955  3.79902  4.21373  -0.5018
C  3.16768  3.13039  2.99712  -0.4937
C  2.06707  2.83527  2.21863  -0.7893
C  -1.75490  2.87287  2.17412  0.5332
C  -2.79181  2.92650  1.20513  -0.6335
C  -4.12783  2.90019  1.55175  -0.5086
C  -4.53107  2.80277  2.88221  -0.4269
C  -3.53727  2.71656  3.85109  -0.5375
C  -2.19585  2.74916  3.51583  -0.5692
H  -0.31106  4.26700  4.15064  0.5743
H  1.62184  4.74630  5.52073  0.3248
H  3.90484  4.02719  4.82466  0.3426
H  4.15171  2.83533  2.64553  0.3393
H  2.20159  2.34063  1.26345  0.3157
H  -2.50613  2.98121  0.16283  0.4143
H  -4.87411  2.94785  0.76486  0.3276
H  -5.58066  2.77646  3.15100  0.3497
H  -3.81292  2.59971  4.89542  0.3390
H  -1.46426  2.61800  4.30073  0.5744
Te  3.65855  0.79889  -3.61476  -0.2851
C  3.73408  -1.20634  -4.26527  -0.4826
C  2.77142  -1.92683  -4.92315  -0.0515
C  3.14947  -3.26856  -5.20680  -0.5851
C  4.40030  -3.56730  -4.76011  -0.4327
S  5.11289  -2.20308  -3.99743  -0.2917
H  1.81996  -1.49920  -5.21256  0.4160
H  2.51404  -3.97706  -5.72068  0.5048
H  4.92882  -4.50368  -4.84202  0.3561

Computed properties:
- calculated total energy (eV) = -65775.0268
- largest force on an atom (eV/Å) = 0.63
- charge = -2

Question: Among the records above, which one has the lowest largest force on an atom?
Answer: C26H23BFeN10OS2